DFT (the ωB97M-V functional and the def2-TZVPD basis) results for a structure of composition C28H33AsN6O3Se2SmTe2 in a non-equilibrium geometry.

Last column: Löwdin spin population.
Positions of all 76 atoms, in Å:
Sm 0.8112 0.9091 -3.9635  5.058
N -1.7744 1.2154 -3.5437  -0.006
C -1.9906 2.3522 -2.6100  0.000
C -0.7438 3.0425 -2.0946  0.000
O -0.9680 3.8929 -1.1620  -0.001
N 0.3957 2.6993 -2.6070  -0.014
C 1.6253 3.4596 -2.1275  0.000
C 2.8119 2.5861 -2.3637  0.000
O 3.7387 2.5068 -1.5722  0.000
O 2.6805 2.0036 -3.5011  -0.009
H -1.9520 1.4390 -4.5160  0.000
H -2.2550 0.3795 -3.2271  0.000
H -2.5089 1.8880 -1.7376  0.000
H -2.6205 3.0554 -3.1587  0.000
H 1.5408 3.7015 -1.0228  0.000
H 1.7778 4.4088 -2.6699  0.000
Se 1.1385 2.0183 -6.5876  -0.016
Te 2.1616 -0.1582 -7.2826  -0.001
Te 0.6317 -2.4970 -6.9712  0.001
Se -1.0981 -1.7115 -5.3585  -0.007
C 0.8540 -1.9218 -2.0693  0.000
N 1.7940 -0.8972 -2.6184  -0.008
C 2.6922 -0.4956 -1.4611  0.000
N 3.3893 -1.7042 -0.9597  0.000
C 2.4436 -2.6856 -0.4364  0.000
N 1.4758 -3.1439 -1.5367  0.000
C 2.2287 -3.7028 -2.6042  0.000
N 3.3093 -2.7720 -3.1448  0.000
C 2.6500 -1.5769 -3.6842  0.000
C 4.1648 -2.3406 -2.0698  0.000
H 0.0870 -2.2175 -2.7911  0.000
H 0.2816 -1.4721 -1.2415  0.000
H 2.1031 -0.0920 -0.6292  0.000
H 3.4239 0.2261 -1.7980  0.000
H 1.8272 -2.3185 0.4146  0.000
H 2.9134 -3.6007 -0.0149  0.000
H 1.5437 -3.9394 -3.4768  0.000
H 2.6309 -4.6078 -2.2027  0.000
H 2.0370 -1.8809 -4.5476  0.000
H 3.4818 -0.8908 -4.0160  0.000
H 4.8994 -1.6027 -2.4236  0.000
H 4.7537 -3.1513 -1.6089  0.000
C -0.3306 -2.5991 6.0956  0.000
C 0.5534 -1.7523 5.4269  0.000
C 0.3356 -1.3464 4.1206  0.000
C -0.9381 -1.4402 3.5591  0.000
C -1.8336 -2.3088 4.2306  0.000
C -1.5883 -2.8361 5.5084  0.000
As -1.5923 -0.4674 1.9143  0.000
C -0.6512 1.2839 2.0434  0.000
C -1.2550 2.5256 2.1710  0.000
C -0.4891 3.6755 2.0162  0.000
C 0.8910 3.6016 1.7241  0.000
C 1.4659 2.3468 1.6372  0.000
C 0.7243 1.1452 1.7922  0.000
C -3.3700 0.1209 2.5756  0.000
C -4.4335 0.3232 1.6699  0.000
C -5.6665 0.6892 2.1796  0.000
C -5.8586 0.7708 3.5642  0.000
C -4.8201 0.4570 4.4352  0.000
C -3.5745 0.1347 3.9886  0.000
H -0.1399 -2.9595 7.0973  0.000
H 1.4632 -1.4628 5.9754  0.000
H 1.1749 -0.9492 3.6219  0.000
H -2.7281 -2.6135 3.7000  0.000
H -2.3055 -3.4523 6.0087  0.000
H -2.2841 2.5778 2.4685  0.000
H -0.9090 4.6546 2.2527  0.000
H 1.5345 4.4893 1.5833  0.000
H 2.4895 2.2942 1.3051  0.000
H 1.2474 0.1996 1.9799  0.000
H -4.2555 0.2142 0.6130  0.000
H -6.5617 0.7991 1.6025  0.000
H -6.8135 0.9899 4.0125  0.000
H -5.1344 0.4823 5.4445  0.000
H -2.7334 0.0089 4.6797  0.000

Forces on the atoms, in the same order (eV/Å):
-0.5 -0.1 -1.4
1.3 0.1 0.5
-0.7 -1.4 -0.3
-2.0 2.3 3.0
0.5 -1.5 -2.0
2.5 0.7 -0.2
-1.8 0.3 1.8
0.0 0.7 0.1
0.1 -0.2 -0.1
0.9 -1.4 -0.4
-0.4 -0.3 0.1
0.0 0.2 -0.6
0.2 0.9 -0.5
-0.1 0.3 0.7
-0.1 -0.2 -1.3
-0.3 -0.3 0.1
-0.6 -0.2 -0.3
0.4 -0.2 0.2
-0.2 0.5 -0.1
0.3 0.4 0.4
-1.2 -0.1 0.8
0.5 -0.8 0.5
0.1 -1.7 -0.2
0.1 0.0 0.2
-1.2 -0.7 -0.5
0.3 2.1 1.1
0.2 0.2 -1.9
-1.0 -0.7 0.2
0.9 -0.1 0.4
0.3 0.5 1.3
0.4 0.1 -0.4
0.3 0.2 -0.1
-0.1 0.1 -0.4
0.1 0.1 -0.1
0.3 0.3 -0.7
0.3 0.6 -0.6
0.8 0.2 1.0
0.9 -0.7 -0.2
0.0 0.2 0.4
-1.1 -0.3 0.3
-0.3 -0.1 -0.1
-0.4 -0.1 -0.4
-1.3 1.1 -0.3
0.7 -1.2 1.0
-0.9 0.4 0.6
-0.3 -0.8 0.2
0.1 0.1 0.1
1.5 0.2 -1.1
-0.1 0.3 0.2
0.7 -1.7 -0.1
0.6 0.1 -0.1
0.9 0.5 0.5
-0.8 -0.1 0.1
-0.1 -1.0 -0.6
0.0 2.0 0.9
0.3 -0.9 0.9
1.0 0.1 1.1
-0.7 -0.2 1.2
0.7 -0.5 -0.7
-1.3 0.4 -0.3
0.8 0.7 -1.5
0.2 0.1 0.0
-0.2 -0.3 -0.7
0.5 1.0 -0.6
-0.3 0.3 0.3
-0.4 -0.3 0.0
-0.4 0.1 -0.1
-0.1 -0.3 -0.4
-0.7 -0.5 0.1
0.4 -0.1 0.3
-0.3 0.3 -0.9
0.0 0.0 -0.2
0.0 0.2 -0.8
-0.3 0.1 -0.3
0.4 0.0 1.2
-0.5 -0.1 -0.4

**Multiplicity**: 6
**E_HOMO (alpha / beta)**: -3.99 / -3.98 eV
**Electronic energy**: -9873.83334 hartree
**LUMO level (alpha / beta)**: 1.99 / 2.00 eV
**Energy relative to the best compared isomer or geometry (same formula, charge and spin)**: 0.811 eV
**Net charge**: -1

---

DFT (the ωB97M-V functional and the def2-TZVPD basis) results for a structure of composition C28H33ClMnN4O3SSi.

Last column: Löwdin spin population.
Positions of all 72 atoms, in Å:
Mn 0.1476 0.1894 -0.0551  3.852
C 1.8696 2.2849 1.6398  0.007
Si 0.7888 1.2995 2.8126  0.011
C 1.8986 0.3660 3.9928  0.003
C -0.3594 2.4722 3.7105  0.001
N -0.1410 0.1955 1.8096  -0.002
C -0.9508 -0.8252 2.3062  -0.005
C -1.2434 -1.0211 3.6576  0.007
C -2.0787 -2.0516 4.0658  -0.002
C -2.6488 -2.9118 3.1429  0.013
C -2.3832 -2.7404 1.7890  -0.001
C -1.5440 -1.7185 1.4090  0.009
O -1.2274 -1.4285 0.0681  0.049
C -1.5786 -2.3328 -0.9475  0.003
C -0.8763 -3.5156 -1.0697  0.002
C -1.2021 -4.3714 -2.1117  0.000
C -2.2087 -4.0325 -3.0068  0.001
C -2.8959 -2.8351 -2.8631  0.000
C -2.5814 -1.9717 -1.8224  0.001
H 2.4059 3.0413 2.2198  0.001
H 1.3160 2.8124 0.8610  0.001
H 2.6226 1.6621 1.1496  0.001
H 2.7554 0.9864 4.2699  0.000
H 2.2724 -0.5378 3.5054  0.000
H 1.3982 0.0675 4.9146  0.000
H 0.1869 3.3579 4.0460  0.000
H -0.8245 2.0212 4.5886  0.000
H -1.1613 2.8039 3.0458  0.000
H -0.8180 -0.3569 4.3986  0.001
H -2.2842 -2.1777 5.1206  -0.001
H -3.2998 -3.7125 3.4646  0.001
H -2.8218 -3.3941 1.0476  0.000
H -0.0903 -3.7548 -0.3642  0.000
H -0.6646 -5.3034 -2.2259  0.000
H -2.4582 -4.7042 -3.8175  0.000
H -3.6805 -2.5712 -3.5601  0.000
H -3.0960 -1.0287 -1.6906  0.000
C -4.0801 3.4825 -0.1228  0.001
C -2.6293 3.9379 -0.3182  0.002
C -1.7010 2.8145 -0.2592  0.012
N -0.9708 1.9378 -0.2011  0.007
H -4.7296 4.3549 -0.1208  0.000
H -4.2013 2.9599 0.8245  0.000
H -4.3929 2.8221 -0.9296  0.000
H -2.3263 4.6452 0.4555  0.000
H -2.4880 4.4270 -1.2827  0.000
S 1.9827 -1.4434 0.3735  -0.030
C 3.5491 -0.7970 0.1426  -0.003
N 4.5878 -1.2336 0.8572  -0.002
C 5.8416 -0.5721 0.4996  0.000
C 5.3733 0.4408 -0.5666  0.000
N 3.9525 0.1210 -0.7251  -0.001
H 4.4992 -1.9843 1.5194  0.000
H 6.5616 -1.2840 0.1002  0.000
H 6.2774 -0.0857 1.3703  0.000
H 5.8965 0.3001 -1.5102  0.000
H 5.5060 1.4737 -0.2472  0.000
H 3.2703 0.7450 -1.1587  0.000
Cl 1.3228 1.0681 -8.4140  0.000
C 1.2103 0.9568 -6.6926  0.001
C 0.3432 0.0319 -6.1273  0.000
C 0.2528 -0.0520 -4.7495  0.001
C 1.0277 0.7822 -3.9478  0.000
C 1.8957 1.7010 -4.5297  0.001
C 1.9890 1.7949 -5.9065  0.000
C 0.9300 0.6962 -2.4754  0.012
O 1.6722 1.3518 -1.7128  0.040
O 0.0238 -0.0593 -1.9733  0.004
H -0.2476 -0.6104 -6.7656  0.000
H -0.4142 -0.7668 -4.2853  0.000
H 2.4883 2.3464 -3.8945  0.000
H 2.6540 2.5069 -6.3750  0.000

Forces on the atoms, in the same order (eV/Å):
0.5 -0.3 0.3
0.0 0.0 0.0
0.0 0.0 0.0
0.0 0.0 0.0
0.0 0.0 0.0
-0.1 0.0 0.0
0.0 0.0 0.0
0.0 0.0 0.0
0.0 0.0 0.0
0.0 0.0 0.0
0.0 0.0 0.0
0.0 0.0 -0.1
-0.1 0.0 0.1
0.0 0.0 0.0
0.0 0.0 0.0
0.0 0.0 0.0
0.0 0.0 0.0
0.0 0.0 0.0
0.0 0.0 0.0
0.0 0.0 0.0
0.0 0.0 0.0
0.0 0.0 0.0
0.0 0.0 0.0
0.0 0.0 0.0
0.0 0.0 0.0
0.0 0.0 0.0
0.0 0.0 0.0
0.0 0.0 0.0
0.0 0.0 0.0
0.0 0.0 0.0
0.0 0.0 0.0
0.0 0.0 0.0
0.0 0.0 0.0
0.0 0.0 0.0
0.0 0.0 0.0
0.0 0.0 0.0
0.0 0.0 0.0
0.0 0.0 0.0
0.0 0.0 0.0
0.0 0.2 0.0
-0.1 -0.1 -0.2
0.0 0.0 0.0
0.0 0.0 0.0
0.0 0.0 0.0
0.0 0.0 0.0
0.0 0.0 0.0
-0.1 0.2 -0.1
0.0 -0.1 0.0
0.0 -0.1 0.0
0.0 0.0 0.0
0.0 0.0 -0.1
-0.1 0.3 0.2
0.0 0.0 0.0
0.0 0.0 0.0
0.0 0.0 0.0
0.0 0.0 0.0
0.0 0.0 0.0
0.0 -0.2 -0.2
0.0 0.0 0.0
0.0 0.0 0.0
0.0 0.0 0.0
0.0 0.0 0.0
0.1 0.0 0.0
0.0 0.0 0.0
0.0 0.0 0.0
0.0 0.1 0.0
0.0 0.1 0.1
-0.1 -0.1 -0.1
0.0 0.0 0.0
0.0 0.0 0.0
0.0 0.0 0.0
0.0 0.0 0.0

**Multiplicity**: 5
**E_HOMO (alpha / beta)**: -10.04 / -10.20 eV
**Electronic energy**: -3830.35403 hartree
**LUMO level (alpha / beta)**: -3.81 / -2.55 eV
**Energy relative to the best compared isomer or geometry (same formula, charge and spin)**: 0.072 eV
**Net charge**: +1

---

DFT (the ωB97M-V functional and the def2-TZVPD basis) results for a structure of composition C28H33F10InN2O4S6Si.

Last column: Mulliken charge in e.
Positions of all 85 atoms, in Å:
In 0.1890 0.3604 -0.6301  0.118
C -0.5088 -3.8282 2.9403  -1.467
C 0.2188 -2.5612 2.4868  1.532
C 1.6997 -2.8646 2.2568  -1.238
C 0.0657 -1.4646 3.5348  -1.425
O -0.3622 -2.0435 1.2774  1.300
Si -0.9969 -2.8328 -0.0020  -1.123
S -1.4249 -1.3558 -1.4535  -0.523
O 0.1475 -3.9198 -0.4181  0.620
C 0.2942 -4.8632 -1.4725  1.636
C -0.1239 -6.2256 -0.9135  -1.562
C 1.7729 -4.8483 -1.8561  -1.455
C -0.5659 -4.5134 -2.6856  -1.394
O -2.2978 -3.7974 0.3080  0.067
C -3.7130 -3.6034 0.4458  2.001
C -4.3629 -3.4965 -0.9358  -1.659
C -4.2225 -4.8597 1.1520  -1.803
C -4.0290 -2.3673 1.2718  -1.432
H -0.1110 -4.1513 3.9036  0.580
H -0.3757 -4.6237 2.2046  0.178
H -1.5774 -3.6313 3.0415  0.153
H 2.1159 -3.3640 3.1355  0.451
H 2.2558 -1.9442 2.0789  0.174
H 1.8141 -3.5065 1.3851  -0.036
H 0.5151 -1.7766 4.4804  0.457
H -0.9912 -1.2433 3.6930  0.254
H 0.5617 -0.5583 3.1839  0.068
H 0.5267 -6.4995 -0.0810  0.297
H -0.0680 -6.9977 -1.6844  0.442
H -1.1473 -6.1512 -0.5418  0.086
H 2.3807 -5.2197 -1.0295  0.315
H 2.0728 -3.8202 -2.0601  0.160
H 1.9522 -5.4632 -2.7408  0.409
H -1.6220 -4.5138 -2.4075  0.159
H -0.4005 -5.2394 -3.4839  0.549
H -0.3146 -3.5163 -3.0442  0.208
H -4.1430 -4.3911 -1.5243  0.322
H -3.9657 -2.6295 -1.4565  0.259
H -5.4448 -3.3877 -0.8370  0.477
H -3.9245 -5.7482 0.5911  0.326
H -5.3111 -4.8310 1.2275  0.403
H -3.7967 -4.9244 2.1548  0.366
H -3.6574 -1.4761 0.7739  0.145
H -3.5538 -2.4237 2.2526  0.245
H -5.1065 -2.2589 1.4095  0.583
S 4.6503 -0.1856 0.6679  -0.365
C 3.0722 -0.0568 0.1457  0.255
S 2.0815 1.1802 0.8554  -0.327
S 2.3552 -1.1248 -0.9808  -0.448
F -1.6143 2.9198 7.1308  -0.342
C -1.6469 2.4990 5.8503  0.674
C -0.5878 2.7507 4.9956  -0.162
F 0.4734 3.4326 5.4588  -0.331
C -0.6336 2.3261 3.6847  -0.068
F 0.3826 2.6649 2.8857  -0.344
C -1.7138 1.6008 3.1454  0.450
S -1.8067 1.0668 1.5270  -0.152
C -2.7690 1.3788 4.0532  0.017
F -3.8661 0.7234 3.6443  -0.353
C -2.7427 1.8118 5.3612  0.129
F -3.7837 1.5697 6.1808  -0.337
S -1.5402 2.4314 -1.5072  -0.289
C -0.2099 3.4317 -1.6572  -0.065
N 0.6465 3.7967 -0.6931  0.205
C 1.8428 4.4091 -1.2619  -0.263
C 1.4036 4.7444 -2.6998  -0.361
N 0.1074 4.0870 -2.7945  -0.106
H 0.7510 3.2108 0.1244  -0.026
H 2.6659 3.6925 -1.2540  0.141
H 2.1248 5.2946 -0.6918  0.438
H 2.1110 4.3555 -3.4337  0.114
H 1.2889 5.8207 -2.8593  0.315
H -0.2868 3.7722 -3.6620  0.309
F 2.5624 0.7436 -7.6089  -0.347
C 2.3234 0.9187 -6.2901  0.600
C 1.1043 0.5544 -5.7413  0.049
F 0.1715 0.0071 -6.5415  -0.336
C 0.8503 0.7653 -4.4050  0.002
F -0.3399 0.4110 -3.8974  -0.299
C 1.7790 1.3730 -3.5127  0.134
O 1.5248 1.6330 -2.2907  -0.109
C 3.0113 1.7147 -4.1283  -0.167
F 3.9592 2.3178 -3.3882  -0.392
C 3.2720 1.4938 -5.4644  0.276
F 4.4547 1.8634 -5.9918  -0.341

Forces on the atoms, in the same order (eV/Å):
0.6 0.0 0.0
0.0 0.2 -0.2
0.2 0.0 0.2
-0.2 0.1 -0.1
-0.1 0.0 -0.1
-0.2 -0.2 0.2
0.1 0.4 -0.3
0.0 0.1 0.4
0.2 -0.2 -0.2
0.0 -0.2 0.0
0.0 0.2 0.0
-0.2 0.1 0.1
0.1 0.1 0.2
-0.4 0.1 0.0
0.0 -0.2 0.0
0.3 -0.1 0.1
0.1 0.1 0.0
0.2 0.0 0.0
0.0 0.0 0.0
0.0 -0.1 0.1
0.0 0.0 0.1
0.0 0.0 0.0
0.0 0.0 0.0
0.0 0.0 0.0
0.0 0.0 0.0
0.0 0.0 0.0
0.0 0.0 0.0
0.0 0.0 0.0
0.0 0.0 0.0
0.0 -0.1 0.0
0.0 0.0 0.0
0.1 0.0 0.0
0.0 0.0 0.0
0.0 0.0 -0.1
0.0 0.0 0.0
0.0 0.0 -0.1
0.0 0.0 0.0
0.0 0.1 -0.1
0.0 0.0 0.0
0.0 0.0 0.0
0.0 0.0 0.0
0.0 0.0 0.0
0.1 0.2 0.0
0.0 0.0 0.0
0.0 0.0 0.0
0.2 0.0 0.0
0.5 -0.1 0.1
-0.8 -0.1 -0.1
-0.4 0.1 0.0
0.0 0.0 0.1
0.0 0.0 -0.1
-0.1 0.0 0.1
0.1 0.1 0.0
-0.4 -0.2 -0.2
0.2 0.1 0.0
0.1 0.1 0.6
-0.2 -0.1 -0.4
0.3 0.0 -0.2
-0.1 -0.1 0.1
0.0 0.0 0.1
-0.1 0.0 0.1
0.0 -0.5 0.0
0.1 0.6 -0.2
0.1 0.0 -0.1
0.1 -0.1 0.1
0.0 0.1 0.0
0.0 0.1 0.1
-0.2 0.0 0.0
-0.1 0.0 0.0
0.0 0.0 0.0
-0.1 -0.1 0.0
0.1 0.0 0.0
0.0 -0.1 0.0
0.1 0.0 0.0
-0.1 0.0 0.1
0.1 0.0 -0.1
-0.1 0.0 0.0
0.1 0.2 0.4
-0.1 -0.1 -0.2
0.0 -0.1 -0.4
-0.2 -0.3 0.2
-0.2 0.0 0.1
0.1 0.0 0.1
0.0 0.0 -0.1
0.1 0.0 0.0

**E_HOMO**: -2.10 eV
**Electronic energy**: -5364.99520 hartree
**LUMO level**: 4.11 eV
**Energy relative to the best compared isomer or geometry (same formula, charge and spin)**: 0.000 eV
**Net charge**: -2